Computed, not measured: a structure of composition C21H22FeNO3 at a distorted geometry, with ωB97M-V/def2-TZVPD.

Atoms and positions in Å:
1 O -1.34442 -4.90635 0.07231
2 C -0.21550 -4.65450 0.19069
3 Fe 1.49063 -4.34439 0.42819
4 C 1.40588 -4.97019 2.08868
5 O 1.18120 -5.55024 3.06997
6 C 1.85127 -5.95864 -0.18218
7 O 1.88435 -7.09509 -0.42401
8 C 1.22550 -2.11849 0.71468
9 C 0.99206 -2.02269 -0.74129
10 C 1.56665 -3.29035 -1.30221
11 C 2.90867 -3.57718 -0.96797
12 C 3.37376 -3.18150 0.28445
13 C 2.44766 -2.60632 1.18200
14 H 0.47701 -1.70197 1.40214
15 H -0.07254 -1.89680 -1.00181
16 H 1.50367 -1.14127 -1.18538
17 H 1.11957 -3.69548 -2.21345
18 H 3.52537 -4.17665 -1.64202
19 H 4.38281 -3.42695 0.62243
20 H 2.72401 -2.50185 2.23874
21 C -1.84020 0.60016 1.18141
22 N -1.42598 1.75902 0.39081
23 C -0.10832 2.02737 0.27079
24 C 0.94547 1.31397 0.77952
25 C 2.23875 2.00960 0.56643
26 C 1.84409 3.37490 -0.06615
27 C 0.35585 3.29800 -0.42599
28 C -2.44938 2.56949 -0.22732
29 C -3.04302 3.63661 0.47106
30 C -4.01501 4.42630 -0.14913
31 C -4.42354 4.14430 -1.45643
32 C -3.85657 3.06677 -2.14363
33 C -2.88178 2.27597 -1.53153
34 H -2.93408 0.55466 1.15681
35 H -1.42267 -0.32802 0.76230
36 H -1.50068 0.70044 2.22351
37 H 0.85882 0.40600 1.36986
38 H 2.78962 2.17714 1.49832
39 H 2.91960 1.49572 -0.12656
40 H 2.00074 4.17971 0.65636
41 H 2.43559 3.58830 -0.95522
42 H 0.22115 3.21442 -1.51571
43 H -0.19739 4.18860 -0.09619
44 H -2.71323 3.84576 1.49307
45 H -4.45210 5.26425 0.39507
46 H -5.17906 4.76384 -1.94047
47 H -4.16952 2.83350 -3.16145
48 H -2.42477 1.43012 -2.05350

Forces on the atoms, in the same order (eV/Å):
2.52 0.63 0.09
-5.87 -1.14 -0.35
0.25 0.83 -0.22
-0.55 -2.22 6.69
0.37 1.10 -2.40
0.93 -7.11 -2.27
-0.08 2.90 0.58
0.19 0.35 1.56
-0.08 0.92 -1.04
0.66 0.86 -2.17
-0.43 0.51 -1.41
1.89 0.85 0.50
0.06 2.28 0.26
0.42 -0.38 -0.04
0.27 -0.29 0.20
-0.09 0.02 0.05
0.35 0.13 0.21
-0.22 -0.05 0.42
-0.42 0.00 -0.14
-0.24 -0.18 -0.45
-0.41 -0.41 0.22
1.46 -0.34 0.22
-2.31 1.79 -0.98
0.96 -0.79 0.95
-0.08 0.83 -0.54
0.15 0.18 0.10
0.01 -0.27 -0.13
-0.90 0.83 -0.60
0.46 -0.33 0.01
0.09 -0.24 -0.08
0.25 -0.17 0.11
0.05 0.00 0.24
0.47 -0.10 0.34
0.35 -0.08 0.06
-0.16 0.30 0.05
-0.12 0.04 -0.33
0.02 0.07 -0.26
-0.06 -0.39 -0.02
-0.19 -0.38 0.32
0.09 -0.09 -0.15
0.07 0.07 0.18
-0.15 -0.04 0.31
-0.01 -0.39 -0.10
-0.17 0.01 -0.33
0.13 -0.27 -0.15
0.22 -0.19 0.16
0.08 0.07 0.30
-0.21 0.30 0.06

Calculated values
Net charge: +1
Kohn-Sham gap (alpha / beta): 0.21727 / 0.16417 Eh
Multiplicity: 5
Highest occupied orbital energy (alpha / beta): -8.2364 / -10.5556 eV
Relative energy (zero: lowest compared OMol25 entry of this formula, charge and spin): 7.7 kcal/mol